(1)
Here is 2 unconnected molecules or ions with the total composition C25H43NP in a non-equilibrium geometry from the OMol25 dataset. Energies are from the ωB97M-V functional and the def2-TZVPD basis.

Last column: Mulliken charge in e.
Atoms and positions in Å:
C 3.384 -0.723 2.479  -0.3951
H -1.107 -0.459 -4.781  0.3460
H 0.674 -1.815 1.574  0.1477
C -0.727 -4.424 -0.553  -0.8772
H 0.102 1.752 -1.992  0.3812
C -1.000 2.699 -4.153  -0.5337
H 3.009 1.207 1.572  0.4581
H 2.620 -2.601 -1.347  0.5075
H -0.886 1.777 1.265  0.5479
H -1.672 -4.924 -0.332  0.3972
C 0.473 -5.142 -0.557  -0.4008
C -1.750 0.397 -4.524  -0.5410
H 0.348 3.908 0.774  0.4480
H 1.391 -0.369 -1.121  0.5544
H 0.544 -2.667 4.011  0.2511
H 0.431 5.409 4.197  0.3780
H 0.471 1.521 0.138  -0.7497
C -1.178 -2.501 5.302  -1.4510
H 1.830 3.227 1.434  0.2380
C 1.677 -4.485 -0.841  -0.7060
C -0.246 -1.938 4.233  -0.1243
C 1.690 -3.117 -1.095  -0.2335
H -0.607 -2.795 6.186  0.3865
C -0.727 -3.056 -0.807  -0.1297
C -1.514 2.614 -5.593  -0.6029
H 2.615 -5.043 -0.855  0.4110
C 0.465 -0.929 -1.274  -0.0740
P 0.836 0.488 2.320  -0.0052
C -0.489 0.980 -2.501  -0.4811
C 0.736 3.197 1.517  -0.6482
H -0.765 3.641 2.989  0.2882
H -1.464 -0.906 -2.231  0.3497
H -3.204 1.260 -5.865  0.3009
H 0.031 3.081 -4.100  0.3395
C 0.486 -2.367 -1.055  0.3816
H 3.546 -0.258 3.462  0.3832
H 4.123 -2.683 0.584  0.1776
H 0.464 5.803 2.475  0.3312
C -2.116 1.209 -5.775  -0.5553
H 5.718 -2.030 0.203  0.4174
H -1.917 -1.757 5.610  0.3412
C 0.211 1.794 1.170  0.1286
H -1.722 0.717 -6.664  0.3066
H -2.646 -0.021 -4.040  0.3165
H 0.254 -1.036 4.613  0.2900
H -1.660 -2.489 -0.779  0.3229
H -1.711 -3.382 4.936  0.3349
C -0.570 -0.325 -1.976  -0.3685
H 4.273 -1.130 -0.253  0.2193
H 5.315 -0.105 1.761  0.3290
C 0.328 3.675 2.913  -0.2073
C 4.757 -1.041 1.870  -0.8126
H 1.903 5.138 3.262  0.3296
H -0.655 -0.821 0.950  0.1906
H -0.671 2.755 -6.275  0.3032
H -2.243 3.403 -5.783  0.3100
H 2.847 -1.662 2.671  0.1670
C -0.069 -1.050 1.847  0.0149
H 5.307 -1.653 2.591  0.3933
N -1.062 1.332 -3.642  0.1842
C 2.531 0.212 1.619  0.2294
H 0.470 -6.206 -0.326  0.4140
H -1.623 3.375 -3.544  0.3191
H -1.500 -2.490 2.561  0.4164
C 0.812 5.088 3.225  -1.3814
H -1.773 -0.858 3.166  0.3203
H 2.416 -0.162 0.589  -0.6984
C -0.989 -1.594 2.943  -0.9951
H 0.716 2.975 3.664  0.2729
C 4.709 -1.760 0.529  -0.9042

**Orbital gap**: 5.6 eV
**Electronic energy**: -37395.1740 eV
**Largest force on an atom**: 0.044 hartree/bohr
**HOMO energy**: -10.22 eV
**Total charge**: +1

(2)
Here is a molecular structure, C16H42N3O12PSn3 in a non-equilibrium geometry from the OMol25 dataset. Energies are from the ωB97M-V functional and the def2-TZVPD basis.

Last column: Mulliken charge in e.
Atoms and positions in Å:
H 1.781 4.300 0.134  -0.0713
P 1.716 -0.365 0.079  0.1064
H -1.640 1.455 3.114  0.4828
H 5.650 1.724 -4.465  0.3488
H 2.827 2.299 -3.487  0.1055
H -1.019 -2.117 -0.376  0.0168
O 0.683 -1.509 0.078  -0.2950
H -2.152 -4.731 -1.113  0.3371
H -1.240 -5.596 0.839  0.5053
H -1.443 -3.277 3.604  0.2090
H -1.635 -4.987 3.344  0.3705
H -2.953 -3.809 0.172  0.3878
H -3.787 -4.726 -4.740  0.3201
O 5.845 -0.606 2.071  -0.6688
C 4.746 2.341 -4.462  -1.5058
H 3.502 2.556 -1.232  0.0492
H -2.748 -3.807 2.618  0.3433
H -0.377 6.085 1.297  0.3466
O -3.910 0.251 3.944  -0.4223
C 0.710 4.522 0.253  1.0519
H -4.405 1.094 5.759  0.3244
N -0.453 -0.266 2.552  -0.2664
O -0.787 -3.746 1.795  -0.1554
O 0.182 3.416 1.027  -0.3726
O 2.769 -0.606 1.164  -0.8044
C -2.760 -0.414 3.539  -0.7282
H 5.198 1.984 -1.485  0.1365
H -3.028 -1.280 2.935  0.0794
C -1.000 -4.545 0.654  -0.6167
O 3.816 0.535 -3.252  -0.5438
H -3.760 2.270 4.447  0.3218
O -2.331 -3.426 -3.755  -0.2388
O 4.974 0.929 3.352  -0.6659
Sn 4.959 -1.253 -0.496  1.3855
N -1.515 -2.773 -0.982  0.4920
H -2.741 1.313 5.305  0.2961
Sn 2.379 1.377 2.895  1.3821
H -3.051 -3.350 -5.583  0.3133
H 0.003 0.315 1.843  -0.0976
C -3.230 -2.989 -2.742  -0.8665
C -3.769 1.277 4.901  -0.7815
O 1.188 1.030 0.421  -0.1888
Sn 1.187 -2.729 -2.444  1.3853
C 4.339 2.485 -1.933  -0.8428
C -2.580 -2.069 -1.740  -0.7195
C -2.866 -4.154 -4.866  -0.8024
H 0.083 5.524 -1.496  0.4274
H -1.146 4.378 -0.992  0.2751
H -2.367 -0.343 0.727  0.0009
H 4.296 1.978 -5.389  0.3946
H -2.080 -4.831 -5.187  0.2444
N 5.154 0.418 2.253  1.2356
H -2.172 -0.714 4.421  0.4812
H 4.591 3.546 -2.041  0.4250
H -2.235 -1.211 -2.313  0.4292
H -3.290 0.984 1.214  0.6563
C 0.646 5.751 1.114  -1.5599
H 0.443 2.607 0.554  0.2343
C -1.760 0.435 2.749  0.6169
H 5.016 3.392 -4.497  0.3674
C -1.994 -3.987 -0.331  -0.5473
H -3.828 -3.808 -2.345  0.4588
H -3.847 -2.284 -3.321  0.4957
C 3.857 1.985 -3.295  0.8412
C -2.269 0.601 1.296  -1.1943
H 0.388 3.879 -1.804  0.2375
H -3.287 -1.828 -0.941  0.3896
H -0.664 -1.018 1.891  -0.0033
O 4.612 0.974 1.237  -0.4986
O 2.441 -0.471 -1.325  -1.1265
H 1.235 6.614 0.790  0.4153
H -1.662 1.095 0.532  0.1258
H 1.139 5.619 2.083  0.3493
C -0.073 4.530 -1.059  -1.1604
H 3.202 0.314 -2.523  0.3712
H -0.007 -4.538 0.174  -0.0136
C -1.697 -4.019 2.843  -0.8118

**Orbital gap**: 4.6 eV
**Electronic energy**: -73075.2385 eV
**Largest force on an atom**: 0.074 hartree/bohr
**HOMO energy**: -13.43 eV
**Total charge**: +2

(3)
Here is a molecular structure, C44H34N9Pd from the OMol25 dataset. Energies are from the ωB97M-V functional and the def2-TZVPD basis.

Last column: Mulliken spin population.
Atoms and positions in Å:
C 1.371 2.290 3.323  0.0564
H -5.988 4.068 -2.312  0.0020
H 4.320 -1.029 -2.241  0.0031
H 6.058 1.681 3.544  -0.0030
C 1.939 -3.624 0.377  0.0278
H 0.761 -2.324 5.202  0.0017
C 1.698 -2.063 -1.276  0.2459
C 5.268 1.262 1.586  -0.0473
H -5.494 1.695 1.232  0.0053
H -3.291 0.561 4.714  0.0020
C 2.892 -5.787 0.159  0.0270
C 2.296 -4.832 0.964  0.0495
H 0.665 1.482 3.528  -0.0057
C 1.106 2.829 -4.603  0.0231
H 3.182 -6.738 0.588  0.0021
C -5.094 2.119 0.320  0.0610
H 6.604 -0.017 0.498  0.0023
H 1.104 3.137 3.954  0.0014
H 3.071 3.820 1.236  -0.0061
C 3.328 0.360 -0.179  0.0838
H 1.882 4.748 2.165  0.0016
N -0.714 -0.622 1.657  -0.0033
C -0.225 3.140 1.707  0.0221
H 2.106 -5.017 2.012  0.0054
C 1.737 0.634 -3.802  0.0275
H 2.353 1.932 3.610  -0.0007
N 0.940 -2.251 2.178  0.0246
N 1.611 1.563 0.963  0.7612
C 5.583 0.334 0.590  0.2540
C -3.258 2.421 -1.252  0.0618
H -0.466 3.412 0.684  -0.0001
C 2.013 3.974 1.410  0.0429
H 2.277 3.520 -6.257  0.0008
H -0.907 2.389 2.085  0.0013
H 7.293 1.358 2.321  -0.0030
H 2.940 -4.168 -2.848  0.0049
C 3.962 1.677 1.739  0.1795
C 1.232 2.703 1.838  -0.1037
C 0.028 -1.400 2.519  0.0297
C 2.882 1.557 -5.658  0.0050
C 6.326 1.825 2.497  -0.0017
C 2.710 0.499 -4.771  0.0221
C -3.777 1.886 -0.053  0.0579
C -2.416 -0.064 4.837  0.0260
H 6.432 2.897 2.324  -0.0035
H 0.489 3.716 -4.538  0.0022
H 3.635 1.485 -6.431  0.0006
H 2.611 0.134 -0.940  0.0978
C 2.771 -4.356 -1.796  0.0669
C 0.934 1.780 -3.723  0.0345
H 3.769 2.347 2.557  0.0132
C -1.897 1.971 -1.351  0.2510
H -3.642 3.634 -2.990  0.0053
C -1.654 -0.417 3.743  0.0281
C -4.045 3.214 -2.078  0.0607
C 1.313 -2.437 0.896  0.2918
H 3.593 -6.326 -1.797  0.0017
C -0.883 -1.342 6.211  0.0100
C 2.171 -3.390 -0.996  0.0266
C 2.916 1.224 0.873  0.1574
C -5.874 2.901 -0.515  0.0244
N 1.197 -1.532 -0.113  -0.0344
C -0.118 -1.701 5.104  0.0225
N 1.880 -1.394 -2.426  -0.0039
H 1.586 4.336 0.473  0.0006
C 4.963 -1.126 -1.366  0.0145
C 0.009 1.567 -2.603  0.0460
H 6.004 -1.025 -1.669  -0.0049
N -2.729 0.651 1.814  -0.0054
N 0.342 0.379 -1.990  -0.0118
C 1.353 -0.237 -2.687  0.0809
C -5.353 3.449 -1.693  0.0206
C -2.011 -0.540 6.080  0.0039
C 4.610 -0.121 -0.304  -0.1203
N -1.033 2.284 -2.335  0.0195
C -2.708 1.149 0.567  0.2525
C -0.517 -1.226 3.871  0.0398
H -0.361 4.030 2.322  0.0004
C 2.101 2.705 -5.567  0.0100
H 4.830 -2.134 -0.963  -0.0082
H -2.586 -0.283 6.960  0.0006
H -6.907 3.091 -0.256  0.0023
C 3.128 -5.552 -1.200  0.0186
C -1.767 -0.052 2.327  0.0811
Pd -0.027 0.042 -0.072  0.5947
N -1.611 1.217 -0.250  -0.0398
H -0.591 -1.691 7.193  0.0007
H 3.313 -0.397 -4.831  0.0027

**Orbital gap (alpha / beta)**: 4.9 / 6.2 eV
**2S+1**: 5
**Electronic energy**: -63065.5981 eV
**Largest force on an atom**: 0.011 hartree/bohr
**HOMO energy (alpha / beta)**: -8.66 / -11.49 eV
**Total charge**: +1

Question: Look up the total charge of the second one.
Answer: +2

Question: Which value of largest force on an atom does entry 3 give?
Answer: 0.011 hartree/bohr

Question: Which of these has the lowest electronic energy?
Answer: C16H42N3O12PSn3